DFT (ωB97M-V/def2-TZVPD) results for a 2-piece molecular cluster, C6H12N3O2S overall.

Electronic energy (a.u.): -948.4549
HOMO energy (eV): -10.87
Total charge: +1
Gap between HOMO and LUMO (eV): 7.500
ΔE to the lowest compared entry with this formula, charge and spin (kcal per mole): 49.1
Multiplicity: 1
LUMO (Ha): -0.12395

Geometry as XYZ:
```
24
C6H12N3O2S (ωB97M-V/def2-TZVPD)
C 1.688 0.863 -1.343
C 2.101 0.121 -0.275
C 0.596 1.361 0.796
C 3.240 -0.879 -0.260
C -2.102 -0.762 -0.543
C -2.228 0.251 0.333
N 1.550 0.514 0.885
N -2.685 1.547 0.003
N -1.653 0.235 1.596
O 3.497 -1.246 1.075
O -2.509 -0.848 -1.839
S 0.430 1.942 -0.864
H 2.042 0.768 -2.317
H 3.034 -1.762 -0.993
H 4.111 -0.227 -0.562
H -0.084 1.696 1.680
H -1.550 -1.640 -0.162
H -3.475 1.466 -0.641
H -2.942 2.099 0.789
H 1.815 -0.096 1.699
H -1.556 -0.790 1.959
H -2.265 0.714 2.289
H 3.918 -2.111 1.274
H -3.488 -0.722 -2.108
```

Atomic partial charges in e from the natural (NBO) method, atoms 1 to 8:
1 C -0.4063
2 C 0.1324
3 C -0.0441
4 C -0.0926
5 C 0.0014
6 C 0.2394
7 N -0.4831
8 N -0.8309


DFT (ωB97M-V/def2-TZVPD) results for a single C3H3N3 molecule.

Electronic energy (a.u.): -280.3327
HOMO energy (eV): -10.71
Gap between HOMO and LUMO (eV): 9.558
ΔE to the lowest compared entry with this formula, charge and spin (kcal per mole): 30.2
Multiplicity: 1
LUMO (Ha): -0.04226

Geometry as XYZ:
```
9
C3H3N3 (ωB97M-V/def2-TZVPD)
H 2.447 0.623 0.011
N 1.989 -0.278 -0.027
C 0.710 -0.180 0.034
C -0.258 0.984 0.026
N -1.435 0.562 -0.018
C -1.255 -0.859 -0.015
N -0.081 -1.388 0.006
H -0.008 2.072 -0.042
H -2.109 -1.537 0.024
```

Atomic partial charges in e from the natural (NBO) method, atoms 1 to 8:
1 H 0.3394
2 N -0.4952
3 C 0.2881
4 C 0.0577
5 N -0.4138
6 C 0.2327
7 N -0.4159
8 H 0.2124